ORCA calculation (wB97M-V/def2-TZVPD) on C3H7N4S as an isolated structure at a distorted geometry.

Its HOMO-LUMO gap is 8.562 eV. As for the HOMO energy: -0.465 hartree.

Geometry as ORCA input:
```
! RIJCOSX wB97M-V def2-TZVPD def2/J DEFGRID3
* xyz 1 1
C 2.0427 1.1850 0.6409
C -0.9042 -0.4496 -0.5860
C 0.6511 0.7968 1.0620
N 2.7507 0.2318 0.1725
N 0.3563 -0.4553 0.4367
N -2.0669 -0.0708 -0.1405
N -0.8224 -1.2100 -1.6518
S 1.9133 -1.1460 -0.0074
H 2.4114 2.0834 0.7962
H 0.5920 0.7544 2.1363
H -0.2188 1.4773 1.0277
H -2.0845 0.6427 0.5444
H -2.9495 -0.3365 -0.5151
H -0.0499 -1.8266 -1.8691
H -1.6212 -1.6766 -2.0466
*
```

These are the Mulliken partial charges, in e, on atoms 1 to 8: -0.23, 0.65, -0.47, -0.34, -0.11, -0.25, -0.36, 0.10